Record 1
# C49H57BIN11PS3ScSe

A molecular structure, C49H57BIN11PS3ScSe (ωB97M-V/def2-TZVPD, OMol25).

Geometry as XYZ:
```
125
Properties=species:S:1:pos:R:3:forces:R:3
Sc -0.422481 0.331812 0.166006 0.513 -0.329 0.298
C -1.178661 -4.628637 0.859378 0.013 0.042 -0.008
C 0.280965 -5.036052 0.720143 0.020 0.013 0.062
C 0.484576 -5.622425 -0.673189 0.051 -0.003 -0.036
C 0.612893 -6.067265 1.800957 -0.026 -0.017 -0.002
N 1.255446 -3.895035 0.905134 -0.018 0.027 -0.027
C 2.611366 -4.148741 0.774191 -0.011 -0.009 0.004
C 3.275402 -3.072716 1.228851 0.009 0.007 -0.016
N 2.345062 -2.140765 1.639286 -0.055 -0.048 0.101
B 2.841693 -0.904132 2.453534 0.004 -0.012 -0.076
N 3.520607 0.164180 1.568130 -0.019 -0.004 -0.032
C 4.616863 0.844212 2.057937 -0.009 -0.005 -0.011
C 5.088772 1.632339 1.077224 0.008 -0.002 -0.005
N 4.280934 1.443476 -0.031538 -0.019 -0.003 0.023
C 3.313879 0.550140 0.297422 0.012 0.024 0.040
S 2.066676 -0.035820 -0.746225 -0.089 -0.128 0.144
C 4.542686 2.076847 -1.366771 0.000 -0.014 -0.003
C 5.730243 3.028426 -1.240821 -0.007 0.003 0.017
C 4.889018 0.982338 -2.374657 0.013 0.014 -0.018
C 3.319026 2.879319 -1.808797 0.007 -0.003 -0.010
N 1.794801 -0.299762 3.432171 0.014 -0.043 0.020
C 1.664775 -0.850993 4.687539 -0.001 -0.008 -0.005
C 0.790517 -0.103950 5.385660 0.096 0.049 0.021
N 0.387121 0.933546 4.563062 -0.106 -0.079 0.008
C 0.989478 0.770687 3.360469 -0.100 -0.013 0.003
S 0.766995 1.760845 1.955054 -0.262 0.213 -0.226
C -0.593872 1.991153 4.986114 -0.004 -0.015 -0.003
C -0.857638 1.845412 6.484564 -0.029 -0.027 -0.018
C -1.895192 1.768355 4.219118 0.007 0.030 -0.020
C -0.015118 3.386402 4.748691 0.057 -0.025 0.022
C 1.120414 -2.644881 1.413673 0.091 0.048 0.007
S -0.342134 -1.760506 1.689522 -0.060 0.079 -0.362
H -1.772474 -5.524190 0.674447 0.000 0.003 -0.005
H -1.458996 -3.872184 0.129285 -0.008 0.000 -0.023
H -1.415695 -4.261801 1.855072 0.002 -0.013 0.001
H -0.198277 -6.462513 -0.798208 0.010 -0.002 -0.007
H 1.495386 -5.998810 -0.828103 -0.015 0.010 -0.012
H 0.265556 -4.882903 -1.442561 -0.001 0.047 -0.047
H -0.088816 -6.898424 1.732621 0.006 -0.001 0.000
H 0.525942 -5.626049 2.794894 -0.007 0.001 -0.003
H 1.618761 -6.470194 1.686645 0.001 0.008 0.002
H 2.984052 -5.081029 0.393633 0.006 0.019 0.013
H 4.332396 -2.892714 1.316173 -0.009 -0.001 0.008
H 3.708451 -1.335628 3.165279 0.018 0.021 -0.004
H 4.975073 0.688993 3.059637 -0.002 0.002 -0.004
H 5.932677 2.292731 1.076823 -0.006 0.004 0.003
H 6.646489 2.509096 -0.960253 -0.004 0.000 0.001
H 5.537341 3.835268 -0.532331 -0.001 -0.002 -0.002
H 5.899241 3.478750 -2.217361 0.002 -0.001 -0.001
H 5.765291 0.422969 -2.043880 -0.001 0.003 0.000
H 5.123565 1.442993 -3.334976 -0.006 -0.001 0.003
H 4.059636 0.292590 -2.518729 0.004 0.002 0.004
H 2.927769 3.473429 -0.978723 0.015 0.016 -0.001
H 2.547034 2.220637 -2.196665 0.002 -0.002 0.013
H 3.608334 3.563574 -2.606804 -0.003 -0.015 -0.009
H 2.229193 -1.717461 4.981850 0.000 0.005 0.003
H 0.462981 -0.202705 6.401384 -0.004 -0.015 -0.012
H -1.382958 0.921508 6.727460 0.029 -0.026 -0.008
H -1.494870 2.670946 6.796739 -0.012 -0.004 -0.010
H 0.064090 1.901157 7.064140 -0.017 0.041 0.009
H -2.318694 0.793881 4.470645 0.002 0.011 0.010
H -1.725310 1.812783 3.143657 -0.029 -0.025 0.070
H -2.620557 2.536153 4.492277 0.002 0.001 0.021
H 0.973019 3.472727 5.202792 -0.010 -0.002 0.017
H -0.668118 4.114667 5.230261 0.002 0.013 -0.024
H 0.069224 3.637770 3.696503 0.003 -0.021 -0.067
N -0.102884 2.046942 -1.360151 -0.072 0.036 0.060
C -0.005923 1.795132 -2.796521 0.015 0.022 -0.014
C 0.375064 2.851739 -3.616044 -0.012 -0.003 -0.012
C 0.555192 2.666284 -4.975593 0.008 0.014 -0.002
C 0.369147 1.408528 -5.532412 -0.014 -0.011 0.005
C -0.011878 0.354112 -4.722200 0.022 0.020 -0.011
C -0.223011 0.532036 -3.352552 0.005 -0.003 0.015
P -0.751577 -0.872123 -2.318272 -0.006 -0.041 -0.004
C 0.052902 -2.334265 -3.073766 -0.070 -0.018 -0.061
C -0.664119 -3.158294 -3.945300 -0.002 -0.010 0.055
C -0.039135 -4.217076 -4.588698 0.019 -0.014 -0.001
C 1.310718 -4.460706 -4.382716 -0.033 -0.024 -0.015
C 2.027204 -3.653457 -3.511888 0.002 -0.015 0.064
C 1.403341 -2.606626 -2.850275 0.005 0.022 -0.020
C -2.500973 -1.151622 -2.747647 -0.026 0.033 0.077
C -3.089453 -0.719441 -3.932386 -0.012 -0.016 -0.025
C -4.416111 -1.028181 -4.206813 0.030 0.024 -0.005
C -5.165427 -1.761318 -3.298599 -0.001 -0.013 0.027
C -4.585826 -2.192213 -2.111320 -0.021 -0.008 -0.016
C -3.260694 -1.888802 -1.838443 -0.010 0.014 -0.020
H -0.813988 2.765914 -1.172365 -0.025 0.009 -0.004
H 0.785706 2.459025 -1.074308 0.014 -0.017 -0.014
H 0.548043 3.824900 -3.172991 -0.006 0.004 -0.002
H 0.856728 3.499505 -5.596572 0.000 -0.002 0.002
H 0.528287 1.248794 -6.590267 -0.001 0.001 0.003
H -0.136268 -0.632154 -5.152724 0.008 -0.011 0.001
H -1.715151 -2.983044 -4.130259 0.019 -0.016 -0.002
H -0.609881 -4.845141 -5.259864 0.001 0.001 0.001
H 1.799032 -5.278672 -4.895989 0.001 0.006 0.001
H 3.079409 -3.840075 -3.337938 -0.005 0.002 -0.004
H 1.980190 -1.999839 -2.169511 0.015 -0.003 0.005
H -2.518394 -0.142945 -4.648854 -0.008 0.000 0.005
H -4.862923 -0.694662 -5.134404 0.000 -0.001 0.002
H -6.197942 -2.000451 -3.515790 0.002 0.002 0.002
H -5.165227 -2.770182 -1.402598 -0.001 -0.001 0.000
H -2.810036 -2.231420 -0.911212 0.019 -0.016 0.007
I -2.456643 5.233003 -2.773651 0.023 0.033 -0.036
C -2.513003 5.284867 -0.678417 -0.030 -0.046 -0.017
C -3.111593 6.364725 -0.045750 0.008 0.006 0.011
C -3.148205 6.354148 1.338177 -0.005 0.012 -0.004
C -2.595375 5.278863 2.018808 0.004 -0.012 0.005
C -2.023072 4.257238 1.284765 -0.012 -0.022 -0.032
N -1.977523 4.250908 -0.053507 0.041 0.055 0.023
H -3.529367 7.180065 -0.617629 -0.002 -0.003 0.001
H -3.602411 7.176207 1.875374 -0.001 -0.002 -0.004
H -2.603240 5.235080 3.099077 0.005 0.000 -0.003
H -1.568226 3.404518 1.776194 0.027 0.047 -0.007
Se -4.078288 1.911732 -1.857805 0.080 -0.050 0.026
N -5.372143 1.254678 -0.868630 0.008 0.044 0.022
C -4.810881 0.623555 0.148837 -0.007 -0.028 0.004
C -5.470092 -0.068174 1.203411 -0.003 0.004 -0.017
C -4.685521 -0.672447 2.134652 0.015 -0.003 0.014
C -3.263620 -0.603506 2.049028 0.012 0.021 0.042
N -2.615471 0.027913 1.103641 0.078 0.016 -0.057
C -3.382333 0.636382 0.152454 0.017 0.112 0.118
N -2.777094 1.269950 -0.828396 -0.193 0.023 -0.009
H -6.550650 -0.104626 1.240314 0.001 0.003 -0.002
H -5.119452 -1.219736 2.959332 0.000 0.004 0.002
H -2.661789 -1.099370 2.801510 0.008 -0.016 -0.013
```
Forces are in eV/Å.

Properties
Relative energy (zero: lowest compared OMol25 entry of this formula, charge and spin), kcal per mole: 0.00
LUMO, eV: -6.06
Net charge: +2
Highest occupied orbital energy, Eh: -0.458
Orbital gap, eV: 6.399
Electronic energy, eV: -204745.070
Molecular weight, g mol⁻¹: 1188.9

These are the Löwdin partial charges, in e, on atoms 1 to 4: 0.439, -0.077, -0.527, -0.017

Record 2
# C49H57N4PZn

A molecular structure, C49H57N4PZn at a distorted geometry (ωB97M-V/def2-TZVPD, OMol25).

Geometry as XYZ:
```
112
Properties=species:S:1:pos:R:3:forces:R:3
Zn -0.281668 -0.090035 0.580562 0.288 0.100 -0.199
C -5.211082 -2.666002 3.496151 0.326 0.022 1.810
C -4.556879 -3.358133 2.274168 0.024 1.433 0.810
C -3.854666 -2.317376 1.492746 0.830 -0.418 -0.693
C -4.350061 -1.505290 0.536858 0.736 0.531 0.224
C -5.768649 -1.319419 0.216434 -0.645 0.134 0.148
C -6.289076 -2.015252 -1.032596 0.485 0.888 -0.366
C -3.232135 -0.655189 0.088799 -1.010 -0.679 0.411
C -3.372000 0.378125 -0.820874 0.568 -0.068 -0.758
C -2.359077 1.232419 -1.216073 1.021 0.491 -0.648
C -2.456762 2.259984 -2.266792 -0.130 0.813 -0.165
C -3.551466 2.602375 -3.270156 0.370 -0.900 0.378
C -4.573763 3.599696 -2.818295 -1.984 -0.909 1.185
C -1.315316 2.979578 -2.190319 0.645 0.181 -0.824
C -0.429758 2.361059 -1.216225 0.205 0.568 -0.434
C 0.848211 2.806778 -0.893421 -0.605 -0.216 -0.300
C 1.715742 2.190718 0.011799 0.323 0.856 -1.150
N 1.455348 1.066262 0.663201 0.526 -0.296 1.011
C 2.568636 0.838979 1.471123 -2.565 -1.227 0.023
C 2.601152 -0.242735 2.331422 0.964 0.374 0.820
C 1.620868 -1.182679 2.668216 1.396 -0.453 -0.173
N 0.380243 -1.212848 2.149057 0.143 -0.219 -0.135
C -0.208228 -2.292926 2.698872 -2.772 0.176 -0.801
C -1.568718 -2.633569 2.444121 1.078 0.222 -0.021
C -2.456663 -2.033420 1.576472 1.267 0.221 0.462
N -2.112862 -1.006606 0.717050 0.301 -0.338 0.558
C 0.609087 -2.979861 3.612375 2.791 0.818 -0.914
C 1.841926 -2.328327 3.543064 -0.880 0.655 0.573
C 3.040010 -2.645311 4.419385 -1.104 1.324 -0.219
C 3.039439 -1.849058 5.745764 0.337 0.398 0.456
C 0.271524 -4.035182 4.554387 -1.126 -0.378 0.807
C -0.398887 -3.339147 5.744469 -1.339 -0.137 -0.710
C 3.510586 1.860939 1.308118 1.864 1.736 -1.021
C 3.045334 2.709552 0.294333 0.830 -1.358 2.155
C 3.785988 3.828341 -0.365210 -0.050 0.572 -0.277
C 3.603213 5.229103 0.246593 0.039 0.366 -0.416
C 4.849343 1.879137 2.051902 -0.489 -1.474 0.584
C 5.828004 0.792568 1.496927 -0.631 1.209 -1.546
N -1.051315 1.281590 -0.713131 -1.790 -0.861 0.864
C -0.967619 4.169483 -3.029841 0.688 0.172 0.794
C -1.166982 5.462453 -2.227691 1.471 0.916 -0.519
H -5.875096 -3.354329 4.064305 0.201 0.400 -0.490
H -5.762579 -1.735494 3.264517 0.140 -0.627 -0.201
H -4.443682 -2.327347 4.292495 -0.797 -0.608 -1.474
H -5.252140 -3.769010 1.567923 -0.731 -0.687 0.181
H -3.849906 -4.103362 2.624711 -0.132 -0.287 -0.118
H -5.950735 -0.258378 0.259554 -0.324 0.580 -0.443
H -6.365073 -1.714736 1.025952 -0.136 -0.091 0.502
H -5.548536 -1.884667 -1.854433 -0.876 0.085 0.179
H -7.317920 -1.628845 -1.255862 0.969 -0.676 -0.168
H -6.258747 -3.061218 -0.771640 -0.479 -0.537 -0.341
H -4.318152 0.381094 -1.344996 -0.040 0.468 -0.056
H -4.099588 1.704372 -3.492606 -0.259 -0.698 -0.116
H -3.170187 2.914896 -4.253083 0.400 -0.043 0.441
H -5.173114 3.213521 -1.913870 1.022 0.620 -1.154
H -5.306581 3.712025 -3.616275 -0.129 0.149 -0.054
H -4.192280 4.565203 -2.594260 0.489 0.814 0.315
H 1.215444 3.713238 -1.360750 -0.182 -0.067 -0.114
H 3.522272 -0.291754 2.921182 -0.236 -0.276 -0.139
H -1.863133 -3.478712 3.034255 -0.620 -0.280 0.088
H 3.949798 -2.466766 3.863219 0.358 -0.317 -0.072
H 2.865955 -3.674067 4.667067 0.780 -0.709 0.099
H 2.901262 -0.732807 5.642513 0.258 -1.198 -0.129
H 3.956060 -2.052973 6.362475 -0.666 0.257 -0.689
H 2.203581 -2.222467 6.338944 0.022 0.218 0.092
H 1.109619 -4.616219 4.890248 0.697 -0.072 0.080
H -0.408363 -4.779914 4.149776 -0.249 -0.033 -0.225
H 0.225846 -2.574665 6.141808 0.431 0.765 0.123
H -0.600120 -4.005159 6.565032 -0.387 -0.464 0.270
H -1.348244 -2.867951 5.359934 0.839 -0.396 0.700
H 3.349800 3.898929 -1.370632 0.526 -0.078 -0.078
H 4.894727 3.662655 -0.457833 -1.091 -0.309 0.055
H 2.527672 5.496410 0.314332 0.670 0.029 -0.186
H 4.184585 5.946756 -0.384746 -0.783 -0.316 0.392
H 4.026617 5.322189 1.240017 0.016 -0.212 0.310
H 4.643699 1.579357 3.119081 0.126 0.473 -0.892
H 5.291608 2.852355 2.088488 0.210 0.659 -0.112
H 5.162096 -0.003658 1.210439 0.133 -0.729 -0.139
H 6.561944 0.429342 2.182249 0.417 -0.058 0.637
H 6.357690 1.112279 0.553693 -0.526 -0.141 0.985
H -1.499682 4.148173 -3.959656 -0.803 0.225 -0.330
H 0.064490 4.150142 -3.385233 0.249 -0.241 0.346
H -2.158688 5.586351 -1.886198 -1.202 -0.160 0.528
H -0.995904 6.349814 -2.881353 0.204 -0.515 0.475
H -0.486438 5.524922 -1.331816 -0.603 -0.133 -0.962
C 2.124022 -2.958281 -1.528781 1.234 0.059 -0.179
P 1.277786 -1.375934 -1.722742 -1.024 -0.459 0.572
C 0.204023 -1.661223 -3.136679 0.920 -1.192 0.270
C -0.684440 -0.678600 -3.451782 -0.675 0.615 -0.039
C -1.702352 -0.875665 -4.344797 -0.603 -0.821 -0.814
C -1.811187 -2.106349 -5.024602 0.542 0.626 0.316
C -0.826111 -3.040142 -4.800100 -0.051 -0.437 0.499
C 0.151419 -2.856305 -3.821324 0.173 -1.110 -0.825
C 2.551161 -0.354194 -2.407324 1.728 1.454 -0.394
C 2.414353 0.349726 -3.627466 -0.958 -1.351 0.339
C 3.290964 1.349995 -3.965174 -0.674 0.729 -1.092
C 4.346815 1.712232 -3.131967 -0.150 0.152 -2.082
C 4.592529 0.940780 -2.061582 0.758 -0.963 2.678
C 3.699833 -0.072847 -1.649378 -0.224 0.420 -0.671
H 1.481513 -3.795549 -1.331082 -0.447 -0.234 0.212
H 2.772490 -2.792950 -0.675478 0.103 -0.261 0.381
H 2.802971 -3.200122 -2.356212 -0.299 0.051 -0.050
H -0.583505 0.247747 -2.934335 -0.216 0.660 0.258
H -2.421212 -0.093622 -4.463041 -0.398 0.335 -0.270
H -2.570587 -2.407149 -5.732066 -0.319 0.595 0.032
H -0.906005 -3.982248 -5.317020 0.211 -0.213 -0.109
H 0.847155 -3.704450 -3.678806 -0.336 0.793 0.225
H 1.590680 -0.023799 -4.278962 0.805 0.928 0.290
H 3.095373 1.879022 -4.911117 0.325 -0.190 0.481
H 5.060068 2.458787 -3.460626 -0.163 0.170 0.173
H 5.484283 1.192348 -1.448565 -0.747 -0.478 -0.347
H 3.867033 -0.631494 -0.741710 0.177 0.094 0.244
```
Forces are in eV/Å.

Properties
LUMO (spin up / spin down), eV: -0.61 / -0.61
Net charge: 0
Highest occupied orbital energy (spin up / spin down), Eh: -0.237 / -0.237
Orbital gap (spin up / spin down), eV: 5.850 / 5.852
Electronic energy, eV: -115406.966
Molecular weight, g mol⁻¹: 798.4

These are the Löwdin partial charges, in e, on atoms 1 to 4: 0.695, -0.087, -0.173, -0.165

- Among the records above, which one has the highest electronic energy?
  C49H57N4PZn

- The highest molecular weight belongs to which entry?
  C49H57BIN11PS3ScSe

- Which of these has the lowest net charge?
  C49H57N4PZn